[1]
C4H8N2O3 | ωB97M-V/def2-TZVPD

Element x y z (Å)
N -0.2257 2.0476 0.5891
C -0.6575 0.6721 0.5835
C -1.3377 0.3238 -0.7442
N -1.6493 -1.0834 -0.8804
C -0.8971 -1.9341 -0.3404
O 0.2502 -1.6682 0.3636
C 0.4440 -0.3235 0.9216
O 1.2251 -0.2014 1.8240
H 0.0557 2.3465 1.5170
H 0.5691 2.1724 -0.0334
H -1.4024 0.5304 1.3863
H -2.2663 0.9034 -0.8230
H -0.6872 0.6287 -1.5781
H -1.0775 -3.0102 -0.3897
O 2.4244 -0.1175 -0.9518
H 3.2336 -0.2240 -0.4426
H 1.9985 -1.0626 -1.0015

Values from the calculation:
* HOMO-LUMO gap: 10.442 eV
* SMILES: N[C@H]1CN=COC1=O.O
* HOMO energy: -9.8 eV
* LUMO level: 0.607 eV
* charge: 0

Charges in e, computed with natural (NBO), in the same order as the atoms: -0.81 -0.19 -0.25 -0.45 0.39 -0.57 0.81 -0.53 0.38 0.37 0.23 0.22 0.21 0.18 -0.96 0.48 0.49

---

[2]
C2H7N5 | ωB97M-V/def2-TZVPD

Element x y z (Å)
H -2.9132 0.7788 -1.1286
N -2.4803 0.7702 -0.1527
C -1.6043 -0.2124 -0.3137
N -0.7472 -0.6255 0.6858
N 0.3381 -1.3858 0.1322
C 1.4710 -0.6933 -0.3913
N 1.9297 0.5144 -0.3457
N 1.1669 1.4817 0.3551
H -1.3943 -0.7776 -1.2424
H -0.5591 -0.1306 1.4993
H 0.5671 -2.1237 0.8304
H 2.0673 -1.5201 -1.0090
H 1.5814 2.4414 0.1638
H 0.0007 1.4815 0.3925

Values from the calculation:
* HOMO-LUMO gap: 9.412 eV
* SMILES: [H]/N=C/NN/C=N\N
* HOMO energy: -8.5 eV
* LUMO level: 0.923 eV
* charge: 0

Charges in e, computed with natural (NBO), in the same order as the atoms: 0.34 -0.71 0.25 -0.47 -0.50 0.17 -0.26 -0.73 0.18 0.39 0.39 0.19 0.38 0.38

---

[3]
C5H13PS | ωB97M-V/def2-TZVPD

Element x y z (Å)
C 0.1032 -1.1142 0.9144
C 1.1949 -0.0359 0.9995
C 1.7165 0.4540 -0.0808
C 1.2999 -0.2239 -1.3645
C 2.7698 1.4774 -0.0138
H 0.5001 -1.9718 0.3514
H -0.1762 -1.3066 1.9969
H -0.8227 -0.7800 0.4262
H 1.2642 0.6063 1.9598
H 1.5897 -1.2901 -1.3354
H 1.9222 0.2486 -2.1426
H 0.2030 -0.1272 -1.3486
H 2.5026 2.4488 -0.5337
H 3.0190 1.6046 1.0622
H 3.7883 1.2263 -0.5587
P -3.4803 -0.7798 -0.2281
S -5.0371 0.4467 0.4771
H -4.4620 -1.7437 -0.6310
H -3.4723 -0.0895 -1.4728
H -4.4228 0.9501 1.5225

Values from the calculation:
* HOMO-LUMO gap: 9.564 eV
* SMILES: CC=C(C)C.PS
* HOMO energy: -8.9 eV
* LUMO level: 0.672 eV
* charge: 0

Charges in e, computed with natural (NBO), in the same order as the atoms: -0.66 -0.19 -0.01 -0.66 -0.63 0.21 0.22 0.22 0.19 0.22 0.22 0.22 0.21 0.22 0.21 0.20 -0.30 -0.01 -0.02 0.13